(1)
Formula: C3H8HgO3
Source: the Open Molecules 2025 dataset
Level of theory: the ωB97M-V functional and the def2-TZVPD basis

Values from the calculation:
Maximum force ... 4.60 eV/Å
Electronic energy ... -498.03240 a.u.
HOMO ... -8.737 eV
HOMO-LUMO gap ... 8.78 eV
Lowest unoccupied orbital energy ... 0.041 eV
Energy above the lowest of the compared OMol25 structures with the same formula, charge and spin ... 14.6 kJ/mol

```
15
Properties=species:S:1:pos:R:3:forces:R:3:nbo_charge:R:1
C 0.909 2.218 -1.528 -0.049 0.377 -0.562 -0.24
O 0.623 1.010 -0.878 2.260 3.692 -0.474 -0.94
H 1.736 2.728 -1.007 -0.240 -0.217 -0.054 0.17
H 1.233 2.046 -2.568 -0.120 0.161 0.221 0.16
H 0.040 2.900 -1.532 0.279 -0.160 -0.060 0.16
C -0.121 -0.170 1.519 2.307 3.165 0.096 -0.37
O -1.165 -0.924 0.905 0.036 -0.267 1.757 -0.64
C -0.884 -2.271 0.462 -0.359 -0.814 1.266 0.22
O -0.828 -2.248 -0.895 -1.004 -3.116 -0.346 -0.88
Hg -0.587 -0.381 -1.165 -0.150 0.883 -3.520 1.44
H 0.674 0.853 0.809 -2.585 -3.572 1.300 0.25
H -0.628 0.572 2.155 0.362 -0.935 0.474 0.20
H 0.663 -0.817 1.948 -0.730 0.321 0.331 0.18
H -1.727 -2.871 0.859 0.305 0.139 -0.321 0.15
H 0.061 -2.642 0.917 -0.313 0.344 -0.110 0.14
```
Forces are in eV/Å.

(2)
Formula: C3H8I2NO
Source: the Open Molecules 2025 dataset
Level of theory: the ωB97M-V functional and the def2-TZVPD basis

Values from the calculation:
Maximum force ... 4.36 eV/Å
Electronic energy ... -844.17017 a.u.
HOMO ... -13.350 eV
HOMO-LUMO gap ... 8.77 eV
Net charge ... +1
Lowest unoccupied orbital energy ... -4.585 eV
Energy above the lowest of the compared OMol25 structures with the same formula, charge and spin ... 133.6 kJ/mol

```
15
Properties=species:S:1:pos:R:3:forces:R:3:nbo_charge:R:1
C 0.160 -1.292 1.690 -0.025 0.065 -0.061 -0.64
C -0.573 -0.576 0.574 -0.436 -0.285 0.568 -0.22
C -0.166 0.613 -1.576 -1.783 3.972 -0.193 0.07
N 0.412 0.080 -0.347 0.387 -0.223 0.376 -0.58
O -0.936 1.984 -1.155 1.641 -3.505 -0.928 -0.73
I 1.285 0.962 -3.096 -0.375 -0.242 0.429 0.26
I 0.217 3.488 -0.603 0.110 0.018 0.109 0.49
H 0.809 -2.072 1.299 0.083 -0.098 -0.031 0.22
H 0.750 -0.610 2.294 0.067 0.101 0.092 0.23
H -0.569 -1.769 2.340 -0.035 -0.005 0.034 0.26
H -1.248 0.192 0.959 0.146 0.016 -0.226 0.25
H -1.153 -1.291 -0.012 0.081 0.170 -0.124 0.23
H -1.006 0.024 -1.941 0.256 -0.050 0.120 0.25
H 0.870 0.873 0.142 0.013 -0.227 -0.154 0.45
H 1.149 -0.607 -0.569 -0.128 0.290 -0.011 0.45
```
Forces are in eV/Å.

(3)
Formula: C3H8IN2
Source: the Open Molecules 2025 dataset
Level of theory: the ωB97M-V functional and the def2-TZVPD basis

Values from the calculation:
Maximum force ... 4.16 eV/Å
Electronic energy ... -526.04592 a.u.
HOMO ... -13.261 eV
HOMO-LUMO gap ... 9.32 eV
Net charge ... +1
Lowest unoccupied orbital energy ... -3.942 eV
Energy above the lowest of the compared OMol25 structures with the same formula, charge and spin ... 0.0 kJ/mol

```
14
Properties=species:S:1:pos:R:3:forces:R:3:nbo_charge:R:1
C 0.677 -0.366 0.855 -0.676 -3.208 2.563 -0.26
C 1.147 -0.925 -0.461 -2.837 -2.565 -0.499 -0.24
C 0.200 1.109 -0.729 0.650 1.327 -1.258 0.40
N 0.496 1.011 0.549 -0.219 -0.792 -1.598 -0.50
N 0.428 -0.029 -1.411 0.799 1.843 2.372 -0.53
I -3.656 0.115 0.047 0.143 0.071 -0.832 -0.10
H -0.321 -0.867 1.264 1.747 1.177 -1.083 0.23
H 1.421 -0.585 1.659 -0.481 0.628 -0.682 0.25
H 2.196 -1.005 -0.510 1.380 0.810 -0.765 0.23
H 0.792 -1.968 -0.647 0.141 0.789 0.387 0.25
H 0.010 2.102 -1.236 -0.355 -1.427 0.736 0.27
H 0.452 1.653 1.283 -0.308 1.675 0.626 0.45
H -3.808 -0.007 1.603 -0.073 -0.061 0.825 0.11
H -0.033 -0.237 -2.265 0.089 -0.265 -0.793 0.45
```
Forces are in eV/Å.

(4)
Formula: C3H8IN2O
Source: the Open Molecules 2025 dataset
Level of theory: the ωB97M-V functional and the def2-TZVPD basis

Values from the calculation:
Maximum force ... 5.59 eV/Å
Electronic energy ... -601.09629 a.u.
HOMO ... -14.449 eV
HOMO-LUMO gap ... 7.40 eV
Net charge ... +1
Lowest unoccupied orbital energy ... -7.051 eV
Energy above the lowest of the compared OMol25 structures with the same formula, charge and spin ... 532.8 kJ/mol

```
15
Properties=species:S:1:pos:R:3:forces:R:3:nbo_charge:R:1
C 0.352 -0.594 -1.021 1.090 -2.072 -1.342 -0.73
C -0.065 -0.933 1.538 2.202 -2.451 -2.546 -0.67
C -0.230 -0.156 0.265 -2.725 -1.998 0.821 0.18
N -0.512 2.150 -0.889 -1.267 -4.166 1.725 -0.64
N -0.368 1.205 0.553 0.314 3.824 -4.071 0.31
O -0.304 1.763 1.574 0.033 -0.301 0.624 -0.14
I -2.636 -0.122 0.100 0.656 -0.008 -0.331 0.28
H 1.428 -0.945 -0.933 -0.858 0.932 0.524 0.28
H 0.318 0.255 -1.712 -0.184 -0.824 -0.283 0.28
H -0.055 -1.633 -1.421 0.041 2.540 0.789 0.30
H 1.037 -0.723 1.610 -0.702 -0.560 1.364 0.25
H -0.203 -2.090 1.336 0.281 2.509 0.382 0.28
H -0.729 -0.593 2.279 -0.221 0.369 1.295 0.26
H -1.312 2.707 -0.715 -0.769 0.851 0.595 0.39
H 0.312 2.645 -1.017 2.109 1.353 0.454 0.38
```
Forces are in eV/Å.

(5)
Formula: C3H8INOS
Source: the Open Molecules 2025 dataset
Level of theory: the ωB97M-V functional and the def2-TZVPD basis

Values from the calculation:
Maximum force ... 4.25 eV/Å
Electronic energy ... -944.89729 a.u.
HOMO ... -9.087 eV
HOMO-LUMO gap ... 8.95 eV
Lowest unoccupied orbital energy ... -0.135 eV
Energy above the lowest of the compared OMol25 structures with the same formula, charge and spin ... 137.3 kJ/mol

```
15
Properties=species:S:1:pos:R:3:forces:R:3:nbo_charge:R:1
C -1.408 -2.310 -2.127 1.797 -0.752 0.727 -0.70
C 0.941 2.235 0.941 -2.234 -1.086 -1.510 -0.83
C -0.949 -1.274 -1.049 -0.433 0.895 -4.133 0.17
N -0.459 -1.232 0.081 0.263 -0.927 2.906 -0.62
O 0.606 2.881 3.307 0.014 1.605 1.831 -0.93
S 0.980 1.640 2.682 -2.385 -0.663 -2.276 1.14
I 3.263 1.057 2.818 1.429 -0.080 0.016 -0.09
H -1.565 -1.881 -3.106 -0.171 0.819 0.066 0.22
H -0.508 -2.959 -2.325 -0.882 0.234 0.480 0.23
H -2.265 -2.933 -1.945 -0.263 -0.316 0.601 0.23
H 1.002 1.455 0.172 0.571 -0.233 0.486 0.24
H 1.707 2.930 0.860 1.577 1.182 -0.201 0.23
H -0.014 2.773 0.585 0.992 -0.794 1.635 0.25
H -0.845 -0.306 -1.582 -0.238 -0.129 0.248 0.13
H -0.486 -2.075 0.687 -0.038 0.246 -0.877 0.34
```
Forces are in eV/Å.

(6)
Formula: C3H8InN4O5
Source: the Open Molecules 2025 dataset
Level of theory: the ωB97M-V functional and the def2-TZVPD basis

Values from the calculation:
Maximum force ... 2.65 eV/Å
Electronic energy ... -904.17851 a.u.
HOMO ... -13.238 eV
HOMO-LUMO gap ... 4.64 eV
Net charge ... +1
Lowest unoccupied orbital energy ... -8.601 eV
Energy above the lowest of the compared OMol25 structures with the same formula, charge and spin ... 0.0 kJ/mol

```
21
Properties=species:S:1:pos:R:3:forces:R:3:nbo_charge:R:1
In -1.593 -1.027 1.410 0.467 0.530 -1.123 0.96
C -0.428 -2.458 4.626 0.213 0.148 -0.127 0.88
O 0.066 -2.684 5.728 -0.158 -0.020 -0.122 -0.27
O -1.467 -2.960 4.166 0.029 -0.132 0.263 -0.29
O 0.122 -1.651 3.833 -0.031 -0.102 0.165 -0.32
C 0.476 -1.605 -2.075 0.395 0.793 0.896 0.80
O -0.001 -1.412 -0.949 -0.432 -0.381 0.016 -0.75
N 0.022 -0.999 -3.199 0.462 -0.355 -0.810 -0.82
N 1.581 -2.387 -2.238 -0.764 0.186 0.333 -0.83
H 0.659 -1.050 -3.975 -0.187 0.049 -0.282 0.38
H -0.570 -0.191 -3.221 -0.198 -0.066 0.635 0.41
H 2.055 -2.473 -3.114 0.197 -0.172 -0.037 0.40
H 1.955 -2.762 -1.386 0.215 -0.163 -0.190 0.42
C -0.504 2.486 0.058 0.215 -0.278 -0.046 0.79
O -0.850 1.296 0.078 -0.338 0.013 0.464 -0.76
N 0.572 2.925 0.809 -1.777 -1.145 -1.605 -0.84
N -1.110 3.425 -0.710 0.826 0.176 0.545 -0.82
H 0.647 3.918 0.909 0.548 -0.065 0.905 0.41
H 0.801 2.158 1.420 0.799 0.852 0.621 0.42
H -1.896 3.219 -1.294 0.038 -0.163 -0.123 0.42
H -0.536 4.233 -0.875 -0.519 0.294 -0.380 0.40
```
Forces are in eV/Å.

(7)
Formula: C3H8N
Source: the Open Molecules 2025 dataset
Level of theory: the ωB97M-V functional and the def2-TZVPD basis

Values from the calculation:
Maximum force ... 2.11 eV/Å
Electronic energy ... -173.57745 a.u.
HOMO ... -15.272 eV
HOMO-LUMO gap ... 11.34 eV
Net charge ... +1
Lowest unoccupied orbital energy ... -3.935 eV
Energy above the lowest of the compared OMol25 structures with the same formula, charge and spin ... 13.9 kJ/mol

```
12
Properties=species:S:1:pos:R:3:forces:R:3:nbo_charge:R:1
C 1.134 -0.708 0.765 0.460 0.723 -0.292 -0.31
C 0.262 0.024 0.097 -1.220 -1.521 0.810 0.11
C -0.841 0.820 0.718 -0.049 1.040 0.108 -0.68
N -0.005 -0.312 -1.325 0.421 0.559 -0.825 -0.69
H 1.783 -1.465 0.339 -0.013 0.110 -0.036 0.23
H 1.280 -0.414 1.792 0.048 -0.374 0.235 0.25
H -0.692 0.935 1.789 0.243 -0.188 0.000 0.27
H -1.840 0.373 0.615 0.334 -0.123 -0.270 0.24
H -0.889 1.846 0.340 -0.079 -0.084 -0.194 0.24
H -0.895 -0.781 -1.506 -0.148 -0.040 0.328 0.45
H -0.024 0.557 -1.867 -0.122 0.047 -0.085 0.44
H 0.729 -0.875 -1.757 0.124 -0.149 0.222 0.45
```
Forces are in eV/Å.

(8)
Formula: C3H8N2
Source: the Open Molecules 2025 dataset
Level of theory: the ωB97M-V functional and the def2-TZVPD basis

Values from the calculation:
Maximum force ... 2.65 eV/Å
Electronic energy ... -228.52456 a.u.
HOMO ... -8.007 eV
HOMO-LUMO gap ... 8.83 eV
Lowest unoccupied orbital energy ... 0.825 eV
Energy above the lowest of the compared OMol25 structures with the same formula, charge and spin ... 325.8 kJ/mol

```
13
Properties=species:S:1:pos:R:3:forces:R:3:nbo_charge:R:1
C -0.458 -2.952 -2.893 0.294 -0.746 0.533 -0.54
C -0.285 -2.553 -1.622 0.897 0.835 -1.426 0.01
N -0.823 -1.474 -0.988 -0.822 1.148 0.690 -0.82
H -0.945 -2.490 -3.739 -0.529 0.112 0.389 0.20
H 0.024 -3.908 -3.052 0.111 0.097 -0.588 0.20
H 0.589 -3.005 -1.173 -0.488 -0.286 0.901 0.19
H -1.555 -0.906 -1.378 -0.066 -0.473 -0.621 0.38
H -0.402 -0.940 -0.249 0.602 -0.686 0.128 0.39
C 1.105 3.438 2.864 -0.289 2.628 -0.236 -0.04
N 0.102 3.331 3.630 1.275 -0.418 0.999 -0.59
H 2.148 3.195 3.075 -0.464 -1.511 0.149 0.17
H 1.069 4.188 2.055 0.045 -0.222 -0.110 0.13
H -0.569 4.075 3.471 -0.567 -0.479 -0.807 0.34
```
Forces are in eV/Å.

(9)
Formula: C3H8N2
Source: the Open Molecules 2025 dataset
Level of theory: the ωB97M-V functional and the def2-TZVPD basis

Values from the calculation:
Maximum force ... 1.35 eV/Å
Electronic energy ... -228.60552 a.u.
HOMO ... -8.768 eV
HOMO-LUMO gap ... 9.67 eV
Lowest unoccupied orbital energy ... 0.906 eV
Energy above the lowest of the compared OMol25 structures with the same formula, charge and spin ... 113.3 kJ/mol

```
13
Properties=species:S:1:pos:R:3:forces:R:3:nbo_charge:R:1
H 0.486 2.514 0.848 0.131 -0.249 -0.570 0.32
N 0.558 2.126 -0.111 -0.303 0.013 0.747 -0.72
C 0.249 0.884 -0.125 0.036 -0.355 -0.866 0.46
C 0.269 0.158 -1.470 0.078 -0.641 0.362 -0.68
N -0.084 0.104 0.954 -0.142 0.443 0.472 -0.63
C -0.447 -1.297 0.879 0.392 -0.584 0.029 -0.41
H -0.721 -0.224 -1.791 0.416 0.199 0.418 0.22
H 0.596 0.863 -2.211 0.209 0.260 -0.258 0.24
H 0.971 -0.710 -1.454 -0.497 0.605 0.029 0.22
H -0.229 0.600 1.830 0.115 -0.369 -0.395 0.39
H -1.231 -1.465 0.116 0.515 -0.105 0.261 0.20
H -0.879 -1.597 1.844 0.213 0.095 -0.300 0.21
H 0.461 -1.956 0.691 -1.163 0.689 0.072 0.19
```
Forces are in eV/Å.

(10)
Formula: C3H8N2
Source: the Open Molecules 2025 dataset
Level of theory: the ωB97M-V functional and the def2-TZVPD basis

Values from the calculation:
Maximum force ... 1.72 eV/Å
Electronic energy ... -228.58422 a.u.
HOMO ... -7.235 eV
HOMO-LUMO gap ... 8.28 eV
Lowest unoccupied orbital energy ... 1.050 eV
Energy above the lowest of the compared OMol25 structures with the same formula, charge and spin ... 169.2 kJ/mol

```
13
Properties=species:S:1:pos:R:3:forces:R:3:nbo_charge:R:1
C 0.011 1.466 -1.018 1.083 -0.813 -1.055 -0.63
C 0.180 0.322 -0.064 0.055 -0.678 0.347 0.10
N 0.892 0.555 1.146 -0.916 0.081 -0.086 -0.82
C -0.492 -0.828 -0.264 -0.142 0.951 -0.076 -0.10
N -0.870 -1.735 0.752 0.448 0.045 0.138 -0.84
H -0.140 1.046 -2.021 -0.422 0.053 0.163 0.21
H 0.941 2.021 -1.174 -0.190 0.383 0.477 0.20
H -0.838 2.093 -0.763 0.162 0.242 0.141 0.22
H 1.855 0.811 1.009 0.144 0.114 -0.106 0.37
H 0.832 -0.278 1.708 0.315 0.090 0.366 0.35
H -0.887 -0.912 -1.267 -0.627 -0.418 0.285 0.19
H -1.309 -2.598 0.513 -0.222 -0.233 -0.730 0.38
H -0.175 -1.963 1.442 0.312 0.184 0.137 0.36
```
Forces are in eV/Å.

Q: The highest electronic energy belongs to which entry?
A: C3H8N